{
  "formula": "C3H4OS",
  "method": "the ωB97M-V functional and the def2-TZVPD basis",
  "species": ["C", "C", "C", "H", "H", "H", "H", "O", "S"],
  "xyz": [[1.835, -1.119, 1.841], [0.787, -1.109, 1.001], [-0.755, -0.081, -0.470], [1.975, -1.992, 2.479], [2.441, -0.232, 1.893], [0.202, -1.998, 0.875], [-1.224, -1.008, -0.206], [0.426, 0.034, 0.270], [-1.125, 1.175, -1.340]],
  "mulliken_charge": [-0.71, 0.14, 0.15, 0.24, 0.27, 0.21, 0.22, -0.22, -0.30],
  "total_charge": 0,
  "homo_lumo_gap_ev": 9.34,
  "homo_energy_ev": -9.298,
  "e_tot_ev": -16056.656,
  "e_above_lowest_kcal_mol": 33.5
}

***

{
  "formula": "C3H4OS",
  "method": "the ωB97M-V functional and the def2-TZVPD basis",
  "species": ["C", "C", "C", "H", "H", "H", "H", "O", "S"],
  "xyz": [[0.394, 1.055, -0.052], [0.580, -0.432, -0.115], [-0.795, -1.071, -0.096], [-0.826, 1.402, -0.569], [1.550, 1.430, -0.487], [0.444, 1.254, 1.160], [-0.618, -2.185, 0.299], [1.542, -1.120, -0.076], [-2.270, -0.333, -0.064]],
  "mulliken_charge": [-0.85, 0.57, -0.14, 0.32, 0.26, 0.26, 0.28, -0.48, -0.21],
  "total_charge": 0,
  "homo_lumo_gap_ev": 7.57,
  "homo_energy_ev": -9.163,
  "e_tot_ev": -16055.108,
  "e_above_lowest_kcal_mol": 69.2
}

***

{
  "formula": "C3H4OS2",
  "method": "the ωB97M-V functional and the def2-TZVPD basis",
  "species": ["C", "C", "C", "H", "H", "H", "H", "O", "S", "S"],
  "xyz": [[-0.036, 0.746, -1.311], [-0.370, 0.879, 0.171], [0.561, -1.527, 1.051], [1.032, 0.790, -1.540], [-1.325, 0.405, 0.396], [-0.469, 1.927, 0.424], [1.306, -2.121, 1.463], [-0.443, -1.945, 0.511], [-1.144, 0.644, -2.466], [0.889, 0.201, 1.301]],
  "mulliken_charge": [-0.15, -0.58, 0.05, 0.30, 0.32, 0.40, 0.39, -0.44, -0.21, -0.08],
  "total_charge": 0,
  "homo_lumo_gap_ev": 8.58,
  "homo_energy_ev": -8.999,
  "e_tot_ev": -26892.655,
  "e_above_lowest_kcal_mol": 28.5
}

***

{
  "formula": "C3H4P2",
  "method": "the ωB97M-V functional and the def2-TZVPD basis",
  "species": ["C", "C", "C", "P", "P", "H", "H", "H", "H"],
  "xyz": [[0.282, 0.709, 0.207], [-1.184, -1.180, -0.482], [1.558, 1.116, 0.382], [-0.837, -0.343, 1.144], [-1.629, 0.612, -0.650], [-0.343, -1.565, -1.049], [-2.026, -1.869, -0.470], [2.140, 0.688, 1.179], [2.038, 1.833, -0.261]],
  "mulliken_charge": [-0.07, -0.61, -0.40, -0.08, 0.02, 0.29, 0.37, 0.24, 0.25],
  "total_charge": 0,
  "homo_lumo_gap_ev": 9.24,
  "homo_energy_ev": -8.739,
  "e_tot_ev": -21750.767,
  "e_above_lowest_kcal_mol": 10.6
}

***

{
  "formula": "C3H4P2",
  "method": "the ωB97M-V functional and the def2-TZVPD basis",
  "species": ["C", "C", "C", "P", "P", "H", "H", "H", "H"],
  "xyz": [[-1.313, 0.825, -0.058], [-0.467, -0.029, 0.549], [1.052, -0.148, 0.000], [2.004, -1.678, 0.353], [1.307, -1.274, -1.484], [-2.319, 0.676, 0.210], [-1.100, 1.451, -0.858], [-0.848, -0.541, 1.384], [1.684, 0.718, -0.096]],
  "mulliken_charge": [-0.80, -0.16, -0.37, -0.08, 0.01, 0.26, 0.33, 0.35, 0.46],
  "total_charge": 0,
  "homo_lumo_gap_ev": 8.29,
  "homo_energy_ev": -9.082,
  "e_tot_ev": -21750.707,
  "e_above_lowest_kcal_mol": 12.0
}

***

{
  "formula": "C3H4P2",
  "method": "the ωB97M-V functional and the def2-TZVPD basis",
  "species": ["C", "C", "C", "P", "P", "H", "H", "H", "H"],
  "xyz": [[-1.877, -0.968, 0.333], [2.156, -0.095, -0.465], [-1.373, 0.132, 0.243], [-0.640, 1.635, 0.086], [3.525, 0.475, 0.004], [-2.341, -1.898, 0.274], [1.498, -0.914, -0.630], [0.587, 0.949, -0.148], [-0.455, 1.521, 1.525]],
  "mulliken_charge": [0.43, -0.13, -0.65, -0.24, -0.16, 0.42, 0.34, -0.06, 0.05],
  "total_charge": 0,
  "homo_lumo_gap_ev": 8.95,
  "homo_energy_ev": -9.089,
  "e_tot_ev": -21748.032,
  "e_above_lowest_kcal_mol": 73.6
}

***

{
  "formula": "C3H4S2",
  "method": "the ωB97M-V functional and the def2-TZVPD basis",
  "species": ["C", "C", "C", "S", "S", "H", "H", "H", "H"],
  "xyz": [[0.359, 0.357, 0.423], [0.818, 0.439, 1.675], [-0.738, -0.605, -1.439], [-1.258, 0.614, -0.198], [1.088, -0.484, -1.044], [1.811, 0.522, 1.950], [0.070, 0.969, 2.239], [-0.994, -1.564, -1.197], [-1.156, -0.249, -2.410]],
  "mulliken_charge": [0.20, -0.63, -0.53, -0.11, -0.14, 0.34, 0.23, 0.32, 0.32],
  "total_charge": 0,
  "homo_lumo_gap_ev": 8.75,
  "homo_energy_ev": -8.504,
  "e_tot_ev": -24844.476,
  "e_above_lowest_kcal_mol": 26.9
}

***

{
  "formula": "C3H53O24",
  "method": "the ωB97M-V functional and the def2-TZVPD basis",
  "species": ["C", "C", "C", "O", "H", "H", "H", "H", "H", "H", "H", "O", "H", "H", "O", "H", "H", "O", "H", "H", "O", "H", "H", "O", "H", "H", "O", "H", "H", "O", "H", "H", "O", "H", "H", "O", "H", "H", "O", "H", "H", "O", "H", "H", "O", "H", "H", "O", "H", "H", "O", "H", "H", "O", "H", "H", "O", "H", "H", "O", "H", "H", "O", "H", "H", "O", "H", "H", "O", "H", "H", "O", "H", "H", "O", "H", "H", "O", "H", "H"],
  "xyz": [[0.495, -1.171, -0.069], [-0.017, 0.191, 0.527], [-0.228, 1.119, -0.570], [-1.310, 0.048, 1.070], [1.167, -0.984, -0.921], [-0.327, -1.671, -0.611], [0.968, -1.839, 0.615], [0.741, 0.673, 1.264], [0.663, 1.587, -0.964], [-0.897, 1.914, -0.253], [-0.787, 0.626, -1.384], [-0.009, 3.605, -2.546], [-0.810, 4.081, -2.352], [-0.194, 2.690, -2.589], [-2.732, -1.268, -0.759], [-2.134, -1.014, -0.130], [-2.509, -2.177, -0.776], [2.858, -3.520, -1.482], [3.279, -2.726, -1.135], [2.463, -3.157, -2.232], [-3.890, 0.938, 1.065], [-3.023, 0.617, 0.876], [-3.874, 1.325, 1.978], [0.961, -4.521, 0.154], [1.373, -3.851, -0.389], [0.535, -3.991, 0.772], [4.110, -1.419, -0.073], [5.043, -1.190, -0.112], [3.823, -1.289, 0.835], [-1.849, 4.514, 0.704], [-2.396, 3.825, 0.276], [-2.414, 5.254, 0.961], [1.338, 4.786, 0.083], [1.541, 4.786, -0.816], [0.476, 4.422, 0.063], [3.029, 0.715, -1.538], [3.165, -0.107, -1.010], [2.291, 0.569, -2.130], [1.401, 0.227, 4.420], [0.610, -0.079, 3.998], [1.269, 1.162, 4.221], [-3.082, -1.904, 2.216], [-2.642, -1.863, 3.057], [-2.753, -1.179, 1.747], [0.909, 0.635, -3.401], [1.391, 1.376, -3.736], [0.079, 0.898, -3.588], [3.615, 1.117, 2.201], [4.031, 0.816, 3.014], [2.969, 0.402, 1.991], [-1.342, 2.216, 2.539], [-1.279, 2.904, 1.894], [-1.192, 1.390, 2.048], [1.904, 3.053, 1.954], [2.283, 2.163, 1.826], [1.661, 3.456, 1.114], [2.643, -1.361, 2.202], [3.446, -1.540, 2.695], [2.050, -1.932, 2.681], [-0.995, -3.427, 1.600], [-1.773, -2.844, 1.581], [-1.066, -4.022, 2.346], [-1.481, -1.607, -3.190], [-2.368, -1.868, -3.286], [-1.414, -1.181, -2.363], [-3.507, 2.915, -0.636], [-3.587, 2.253, 0.017], [-2.750, 2.603, -1.083], [1.538, -1.871, -3.523], [1.266, -0.984, -3.242], [0.892, -2.478, -3.163], [-1.826, 1.686, -3.728], [-2.017, 1.823, -4.618], [-2.475, 1.107, -3.323], [-2.287, -3.980, -1.282], [-1.847, -4.597, -0.719], [-1.543, -3.732, -1.895], [-0.620, -1.171, 3.337], [-0.357, -2.075, 3.262], [-0.672, -0.898, 2.415]],
  "mulliken_charge": [0.65, 2.32, 0.89, 0.56, -1.07, 0.17, -0.28, -0.32, 0.77, -1.27, -0.52, -0.65, 0.32, 0.05, -0.75, -0.42, 0.60, -0.78, 0.39, 0.46, -0.84, 0.32, 0.35, -0.71, 0.41, 0.35, -0.69, 0.28, 0.36, -0.64, 0.44, 0.23, -0.70, 0.33, 0.28, -0.71, 0.53, 0.35, -0.70, 0.35, 0.32, -0.82, 0.38, 0.26, -0.73, 0.33, 0.22, -0.65, 0.26, 0.58, -0.82, 0.41, 0.08, -0.72, 0.39, 0.38, -0.61, 0.23, 0.05, -0.56, 0.31, 0.24, -0.67, 0.30, 0.18, -0.87, 0.45, 0.33, -0.81, 0.45, 0.33, -0.53, 0.24, 0.26, -0.68, 0.31, 0.34, -0.92, 0.34, -0.29],
  "total_charge": -1,
  "homo_lumo_gap_ev": 8.31,
  "homo_energy_ev": -6.276,
  "e_tot_ev": -53113.838,
  "e_above_lowest_kcal_mol": 47.9
}

***

{
  "formula": "C3H5AgI2P",
  "method": "the ωB97M-V functional and the def2-TZVPD basis",
  "species": ["C", "C", "I", "C", "P", "I", "H", "H", "H", "H", "H", "Ag"],
  "xyz": [[0.849, -0.775, 0.152], [0.244, 0.597, 0.045], [1.480, 2.216, 0.727], [-0.952, 0.872, -0.453], [-2.080, -0.396, -1.166], [-1.731, 2.783, -0.575], [1.190, -1.140, -0.820], [1.745, -0.808, 0.795], [0.121, -1.476, 0.565], [-2.445, -0.964, 0.068], [-1.088, -1.329, -1.505], [2.666, 0.420, 2.168]],
  "mulliken_charge": [-1.00, 0.50, 0.25, -0.38, -0.05, 0.17, 0.36, 0.27, 0.43, 0.09, 0.05, 0.32],
  "total_charge": 1,
  "homo_lumo_gap_ev": 7.12,
  "homo_energy_ev": -12.608,
  "e_tot_ev": -32672.248
}

***

{
  "formula": "C3H5AlClF4O5S",
  "method": "the ωB97M-V functional and the def2-TZVPD basis",
  "species": ["O", "C", "O", "C", "C", "O", "S", "O", "O", "Cl", "H", "H", "H", "H", "H", "F", "Al", "F", "F", "F"],
  "xyz": [[0.061, 0.778, 1.594], [-0.833, 0.680, 0.712], [-1.708, 1.777, 0.445], [-0.993, -0.650, -0.183], [0.021, -0.450, -1.451], [-0.804, -0.048, -2.586], [-0.306, 1.405, -3.269], [-0.054, 2.466, -2.228], [-1.729, 1.955, -4.078], [-2.791, 2.432, -2.817], [-2.653, 1.476, 0.427], [-0.767, -1.596, 0.418], [-2.067, -0.719, -0.612], [0.811, 0.310, -1.133], [0.524, -1.461, -1.699], [1.811, -1.898, 1.744], [2.657, -1.670, 3.292], [1.475, -1.659, 4.618], [3.536, -0.127, 3.267], [3.808, -3.002, 3.537]],
  "mulliken_charge": [-0.45, 0.29, -0.42, -0.33, -0.47, -0.29, 0.69, -0.46, -0.26, 0.04, 0.32, 0.34, 0.29, 0.43, 0.28, -0.43, 0.83, -0.48, -0.47, -0.45],
  "total_charge": -1,
  "homo_lumo_gap_ev": 8.98,
  "homo_energy_ev": -7.831,
  "e_tot_ev": -54261.121,
  "e_above_lowest_kcal_mol": 0.0
}

***

{
  "formula": "C3H5AlO4",
  "method": "the ωB97M-V functional and the def2-TZVPD basis",
  "species": ["O", "C", "O", "O", "H", "C", "O", "C", "H", "H", "H", "H", "Al"],
  "xyz": [[-2.151, -0.538, 0.479], [-1.454, 0.337, 0.016], [-0.160, 0.255, -0.178], [-1.917, 1.489, -0.476], [-2.883, 1.474, -0.486], [2.017, -1.019, -0.139], [2.427, 0.193, 0.192], [0.549, -1.301, 0.000], [2.610, -1.860, 0.271], [1.428, -1.213, -1.302], [0.290, -1.404, 1.064], [0.170, -2.219, -0.465], [1.224, 1.530, 0.242]],
  "lowdin_spin": [0.00, 0.02, 0.12, 0.02, 0.00, 0.02, 0.15, 0.01, 0.00, 0.01, 0.00, 0.00, 0.63],
  "total_charge": 1,
  "homo_lumo_gap_ev": [9.10, 6.19],
  "homo_energy_ev": [-13.939, -13.933],
  "multiplicity": 2,
  "e_tot_ev": -17969.059,
  "e_above_lowest_kcal_mol": 63.7
}

***

{
  "formula": "C3H5B",
  "method": "the ωB97M-V functional and the def2-TZVPD basis",
  "species": ["B", "C", "C", "C", "H", "H", "H", "H", "H"],
  "xyz": [[-0.004, -1.058, 0.597], [1.154, -0.410, -0.290], [-1.169, -0.409, -0.319], [-0.025, 0.605, -0.121], [2.152, -0.159, 0.032], [1.205, -0.561, -1.478], [-1.127, -0.602, -1.411], [-2.062, -0.066, 0.061], [-0.070, 0.262, 1.838]],
  "mulliken_charge": [0.28, -0.43, -0.51, -0.29, 0.28, 0.17, 0.22, 0.29, -0.01],
  "total_charge": 0,
  "homo_lumo_gap_ev": 7.33,
  "homo_energy_ev": -8.727,
  "e_tot_ev": -3860.881,
  "e_above_lowest_kcal_mol": 116.7
}

***

Copy entry 10 word for word.
{
  "formula": "C3H5AlClF4O5S",
  "method": "the ωB97M-V functional and the def2-TZVPD basis",
  "species": ["O", "C", "O", "C", "C", "O", "S", "O", "O", "Cl", "H", "H", "H", "H", "H", "F", "Al", "F", "F", "F"],
  "xyz": [[0.061, 0.778, 1.594], [-0.833, 0.680, 0.712], [-1.708, 1.777, 0.445], [-0.993, -0.650, -0.183], [0.021, -0.450, -1.451], [-0.804, -0.048, -2.586], [-0.306, 1.405, -3.269], [-0.054, 2.466, -2.228], [-1.729, 1.955, -4.078], [-2.791, 2.432, -2.817], [-2.653, 1.476, 0.427], [-0.767, -1.596, 0.418], [-2.067, -0.719, -0.612], [0.811, 0.310, -1.133], [0.524, -1.461, -1.699], [1.811, -1.898, 1.744], [2.657, -1.670, 3.292], [1.475, -1.659, 4.618], [3.536, -0.127, 3.267], [3.808, -3.002, 3.537]],
  "mulliken_charge": [-0.45, 0.29, -0.42, -0.33, -0.47, -0.29, 0.69, -0.46, -0.26, 0.04, 0.32, 0.34, 0.29, 0.43, 0.28, -0.43, 0.83, -0.48, -0.47, -0.45],
  "total_charge": -1,
  "homo_lumo_gap_ev": 8.98,
  "homo_energy_ev": -7.831,
  "e_tot_ev": -54261.121,
  "e_above_lowest_kcal_mol": 0.0
}